Computed, not measured: a structure of composition C14H32LiNO14P, with wB97M-V/def2-TZVPD.

```
63
Properties=species:S:1:pos:R:3:forces:R:3
C 1.062000 -4.097902 -3.395210 -0.11 -0.75 4.81
N 0.413477 -2.924706 -2.663830 1.83 0.65 -5.46
C 0.925281 -1.719751 -3.448270 -0.67 -3.78 -3.38
C -0.991410 -3.052831 -3.019838 -2.97 4.40 -0.62
C 0.757629 -2.964920 -1.238327 -7.90 -0.02 1.70
C 0.244050 -1.804787 -0.321819 -2.33 -7.02 2.80
O 0.644697 -2.038481 1.031678 -3.72 -2.99 -2.35
H 0.923154 -4.990943 -2.777115 0.04 0.26 0.24
H 2.065777 -4.030291 -3.588702 2.69 0.97 0.34
H 0.700878 -4.375321 -4.272865 -2.64 -0.20 -4.00
H 0.695089 -1.731310 -4.553417 -1.18 -0.81 1.08
H 1.904603 -1.565530 -3.668255 3.83 -0.90 1.08
H 0.696941 -0.827143 -3.157150 -2.40 4.90 2.83
H -1.310271 -3.958199 -2.656166 -1.36 -1.77 1.10
H -1.480564 -2.819358 -4.024518 2.44 -1.41 -0.14
H -1.559521 -2.101994 -2.742267 0.74 -1.37 1.77
H 1.688070 -2.969303 -1.162278 8.45 -0.11 0.37
H 0.362556 -3.947358 -0.850243 0.22 1.01 -0.30
H -0.832886 -1.782568 -0.470863 -0.60 -0.21 0.61
H 0.523297 -0.931247 -0.524348 3.10 7.04 -2.65
H 1.449143 -1.519345 1.214114 2.58 2.29 0.75
Li 1.604272 1.134221 0.901378 0.77 -0.02 0.16
P 3.513809 0.045608 0.596600 -0.85 -0.34 5.26
O 3.499132 1.440396 1.088458 2.08 5.78 2.38
O 2.345047 -0.435980 1.607727 -0.36 -2.35 1.13
O 4.754976 -0.699859 0.559412 2.58 -2.12 -0.43
O 2.674459 0.255102 -0.552226 -4.50 -0.73 -9.09
C -3.428077 0.077372 -3.902862 -0.61 -0.21 1.19
O -2.415988 1.180258 -3.882692 -4.85 -0.23 -4.72
C -1.524102 1.237054 -3.013926 2.22 -0.77 3.97
O -1.447331 0.444083 -2.116850 0.33 -1.58 1.14
O -0.717099 2.267637 -3.113138 1.66 1.38 -0.77
C 0.534220 2.106241 -2.390567 3.74 1.82 -2.76
H -4.448279 0.418179 -4.393385 2.77 -0.47 0.39
H -3.746030 -0.232658 -2.864970 0.69 0.78 -0.78
H -2.942289 -0.872095 -4.291946 -0.72 1.47 -0.21
H 0.526656 2.204825 -1.414644 -1.87 -1.13 5.21
H 1.419158 2.965042 -2.243171 -2.51 -0.71 -2.44
H 1.206034 1.297545 -2.666492 -0.76 -0.51 -0.16
C -1.731813 -1.310248 7.404846 6.75 -6.42 -1.97
O -1.903375 -1.133533 6.058705 -2.98 -0.62 -2.63
C -1.087560 -0.394738 5.316955 5.29 1.72 1.12
O -0.094182 0.187223 5.833097 -3.07 -1.19 -1.32
O -1.279127 -0.458419 3.998586 -3.10 -2.37 2.42
C -0.397781 0.157935 3.154093 2.55 3.65 5.54
H -0.566055 -1.352471 7.501848 -1.99 0.15 0.59
H -2.112971 -2.249956 7.925057 0.16 0.33 -2.00
H -2.078199 -0.683691 8.006740 -2.94 6.55 4.35
H 0.604426 -0.177395 3.212255 1.23 -0.24 0.66
H -0.508827 1.240226 3.319135 0.73 -0.07 0.38
H -0.583501 0.107816 2.228907 -2.60 -1.57 -7.01
C -2.312993 3.961272 0.812815 0.88 2.14 0.74
O -0.946176 4.511022 0.980451 -0.89 0.62 -0.89
C 0.162201 3.781888 1.145803 0.29 1.87 0.98
O 0.173850 2.599242 1.307978 0.37 -1.13 -0.54
O 1.191928 4.667798 1.264438 -1.93 -0.71 -1.15
C 2.487640 4.169265 1.490479 -0.14 -4.37 0.54
H -2.384786 3.233792 0.008399 0.02 0.01 0.17
H -2.965144 4.893058 0.688178 1.10 -1.30 -0.49
H -2.599974 3.638725 1.794413 -0.19 -1.03 0.27
H 3.134132 3.794316 0.702249 -0.75 0.02 -0.85
H 2.507488 3.305815 2.200936 -0.49 0.21 -0.78
H 3.000241 4.831374 2.026619 1.83 3.52 1.83
```
Positions in Å, forces in eV/Å.

Charge = -1
Max |F| = 10.17 eV/A
Frontier orbital gap = 3.26 eV
HOMO level = -0.0671 Eh
LUMO = 0.0529 Eh
Energy above the lowest of the compared OMol25 structures with the same formula, charge and spin = 101.37 kcal/mol